Below is a gas-phase ion, C2H2F3N2 (charge +1) at a distorted geometry, with properties calculated with ωB97M-V/def2-TZVPD.

Each line ends with the natural charge from an NBO analysis.
Cartesian coordinates (Å):
C  0.40301  -0.26165  -0.46211  -0.02
C  -1.14618  0.61521  -0.63292  1.09
N  1.33513  -0.91837  1.62640  -0.08
N  0.98698  -0.57123  0.56308  0.12
F  -1.01633  1.44707  -1.55050  -0.22
F  -1.97733  -0.36831  -0.80738  -0.26
F  -1.39699  1.15965  0.57376  -0.29
H  0.76564  -0.64600  -1.36043  0.27
H  2.04608  -0.45637  2.05008  0.40

Results
SMILES = N=[N+]=CC(F)(F)F
2S+1 = 1
frontier orbital gap = 10.49 eV
net charge = +1
energy relative to the best compared isomer or geometry (same formula, charge and spin) = 121.2 kJ/mol
largest force on an atom = 5.63 eV Å⁻¹
E_tot = -13227.8215 eV
LUMO level = -0.254 Ha


Below is 2 unconnected molecules or ions with the total composition C2H2F3N3 at a distorted geometry, with properties calculated with ωB97M-V/def2-TZVPD.

Each line ends with the natural charge from an NBO analysis.
Cartesian coordinates (Å):
C  -0.92903  0.63360  -0.07800  -0.06
C  -0.91297  -0.72045  0.01697  -0.09
N  0.29503  1.00698  0.33086  0.24
N  0.32493  -0.99505  0.51625  0.24
N  1.13404  0.00260  0.58250  0.16
F  0.87884  2.24169  0.41408  -0.11
F  0.86124  -2.24447  0.33425  -0.12
F  1.78036  -0.04367  -1.44608  -0.81
H  -1.64459  1.39455  -0.47503  0.28
H  -1.78785  -1.27580  -0.19580  0.27

Results
2S+1 = 1
frontier orbital gap (spin up / spin down) = 8.10 / 8.10 eV
energy relative to the best compared isomer or geometry (same formula, charge and spin) = 794.3 kJ/mol
largest force on an atom = 3.33 eV Å⁻¹
E_tot = -14720.2744 eV
LUMO level (spin up / spin down) = -0.022 / -0.022 Ha


Below is C2H2F3NO2 in the gas phase at a distorted geometry, with properties calculated with ωB97M-V/def2-TZVPD.

Each line ends with the natural charge from an NBO analysis.
Cartesian coordinates (Å):
C  -0.65943  -0.48435  -0.06610  0.22
C  0.00781  0.65546  0.63345  0.50
N  0.66503  -1.33303  -0.93898  0.55
O  1.34889  -2.00088  -0.28167  -0.30
O  0.63470  -1.11421  -2.13885  -0.36
F  -1.19527  -1.35553  0.78713  -0.30
F  -0.50476  1.82341  0.17009  -0.32
F  1.37395  0.79113  0.39531  -0.33
H  -1.39045  -0.05705  -0.73383  0.20
H  -0.18655  0.50743  1.63836  0.15

Results
SMILES = O=[N+]([O-])[C@@H](F)C(F)F
2S+1 = 1
frontier orbital gap = 11.37 eV
energy relative to the best compared isomer or geometry (same formula, charge and spin) = 444.5 kJ/mol
largest force on an atom = 5.49 eV Å⁻¹
E_tot = -15839.8406 eV
LUMO level = 0.013 Ha


Below is 2 unconnected molecules or ions with the total composition C2H2F4NO3S at a distorted geometry, with properties calculated with ωB97M-V/def2-TZVPD.

Each line ends with the natural charge from an NBO analysis.
Cartesian coordinates (Å):
C  -0.89048  -0.75315  -0.08518  -0.35
C  -1.76674  0.40628  -0.02398  0.89
N  0.79847  0.55184  0.84812  -0.18
O  1.71096  -0.09745  -1.34071  -1.03
O  3.32499  0.49767  0.33127  -1.00
O  2.08655  -1.66441  0.46795  -1.00
F  -3.01607  -0.05765  -0.10837  -0.36
F  -1.82983  1.12648  1.06502  -0.32
F  -1.64591  1.29155  -0.98065  -0.32
F  0.69853  1.69122  0.17859  -0.22
S  2.08857  -0.29580  0.01321  2.42
H  -0.52281  -1.06473  -1.03724  0.24
H  -1.03622  -1.63185  0.67199  0.23

Results
2S+1 = 1
frontier orbital gap (spin up / spin down) = 8.48 / 8.55 eV
net charge = -1
energy relative to the best compared isomer or geometry (same formula, charge and spin) = 190.3 kJ/mol
largest force on an atom = 4.05 eV Å⁻¹
E_tot = -31441.4934 eV
LUMO level (spin up / spin down) = 0.111 / 0.116 Ha


Below is C2H2F5N in the gas phase at a distorted geometry, with properties calculated with ωB97M-V/def2-TZVPD.

Each line ends with the natural charge from an NBO analysis.
Cartesian coordinates (Å):
C  0.85501  -0.62264  -0.92074  0.73
C  -0.56491  0.73127  0.89562  1.06
N  -0.17994  -0.57512  0.54024  -0.72
F  0.16560  -0.17831  -1.93303  -0.31
F  1.15980  -1.90653  -1.05743  -0.32
F  -1.11814  0.81763  2.08414  -0.31
F  -1.51831  1.17893  0.01576  -0.36
F  0.41205  1.65471  0.86824  -0.33
H  1.83538  -0.02877  -0.92950  0.17
H  -1.04655  -1.07117  0.43669  0.39

Results
SMILES = FC(F)NC(F)(F)F
2S+1 = 1
frontier orbital gap = 12.10 eV
energy relative to the best compared isomer or geometry (same formula, charge and spin) = 84.3 kJ/mol
largest force on an atom = 4.18 eV Å⁻¹
E_tot = -17183.3014 eV
LUMO level = 0.034 Ha


Below is 2 unconnected molecules or ions with the total composition C2H2FIO at a distorted geometry, with properties calculated with ωB97M-V/def2-TZVPD.

Each line ends with the natural charge from an NBO analysis.
Cartesian coordinates (Å):
C  0.50232  1.04262  0.58827  0.46
C  -0.49121  -0.54051  -0.42530  -0.05
O  0.27488  0.79815  1.72839  -0.46
F  -0.60570  -0.10556  -1.68298  -0.36
I  0.75592  -2.20355  -0.39632  0.09
H  0.95964  1.78520  0.08733  0.15
H  -1.39585  -0.77635  0.10061  0.18

Results
2S+1 = 1
frontier orbital gap = 9.05 eV
energy relative to the best compared isomer or geometry (same formula, charge and spin) = 213.5 kJ/mol
largest force on an atom = 9.22 eV Å⁻¹
E_tot = -14968.7744 eV
LUMO level = 0.013 Ha


Below is C2H2FN in the gas phase at a distorted geometry, with properties calculated with ωB97M-V/def2-TZVPD.

Each line ends with the natural charge from an NBO analysis.
Cartesian coordinates (Å):
C  -0.47183  0.83308  -0.02947  0.04
C  0.29480  -0.53655  0.21894  0.25
N  0.78474  0.83112  0.15028  -0.36
F  0.39894  -1.31053  -0.94814  -0.37
H  -1.29333  1.48174  -0.46247  0.24
H  0.28668  -1.29887  1.07086  0.20

Results
SMILES = F[C@@H]1C=N1
2S+1 = 1
frontier orbital gap = 10.72 eV
energy relative to the best compared isomer or geometry (same formula, charge and spin) = 191.4 kJ/mol
largest force on an atom = 3.33 eV Å⁻¹
E_tot = -6311.0114 eV
LUMO level = 0.032 Ha


Below is C2H2FN in the gas phase at a distorted geometry, with properties calculated with ωB97M-V/def2-TZVPD.

Each line ends with the natural charge from an NBO analysis.
Cartesian coordinates (Å):
C  0.25441  0.08532  0.00809  -0.46
C  1.69727  0.31724  -0.09366  0.29
N  3.03093  0.52626  -0.04012  -0.07
F  3.92965  -0.44602  0.07318  -0.19
H  -0.40579  0.14971  -0.72976  0.22
H  0.07258  0.06731  0.98979  0.22

Results
SMILES = C=C=NF
2S+1 = 1
frontier orbital gap = 10.12 eV
energy relative to the best compared isomer or geometry (same formula, charge and spin) = 439.3 kJ/mol
largest force on an atom = 10.36 eV Å⁻¹
E_tot = -6308.4420 eV
LUMO level = 0.004 Ha


Below is C2H2FN3 in the gas phase at a distorted geometry, with properties calculated with ωB97M-V/def2-TZVPD.

Each line ends with the natural charge from an NBO analysis.
Cartesian coordinates (Å):
C  -0.94311  0.82882  0.10090  -0.12
C  -0.55927  -0.65496  -0.03159  0.04
N  -0.13330  1.71654  -0.04260  -0.17
N  0.65850  -0.91895  -0.15002  -0.18
N  1.60206  -0.14592  -0.40137  0.21
F  2.71127  -0.33646  0.38908  -0.22
H  -2.00945  0.90797  0.29345  0.21
H  -1.32672  -1.39703  -0.15784  0.22

Results
2S+1 = 1
frontier orbital gap (spin up / spin down) = 8.12 / 8.59 eV
energy relative to the best compared isomer or geometry (same formula, charge and spin) = 525.7 kJ/mol
largest force on an atom = 2.94 eV Å⁻¹
E_tot = -9287.9678 eV
LUMO level (spin up / spin down) = -0.036 / -0.049 Ha


Below is C2H2FN3S in the gas phase at a distorted geometry, with properties calculated with ωB97M-V/def2-TZVPD.

Each line ends with the natural charge from an NBO analysis.
Cartesian coordinates (Å):
C  -0.74292  0.21137  -0.36878  0.17
C  0.95909  -0.66128  -1.26402  0.13
N  -0.17772  -0.06002  -1.50521  -0.49
N  0.09109  -0.22235  0.61054  -0.33
N  1.22846  -0.78841  0.00616  -0.28
F  -0.38907  1.73399  2.59299  -0.45
S  -0.60879  0.15920  2.43818  0.81
H  -1.72457  0.59911  -0.30708  0.22
H  1.36444  -0.97162  -2.20278  0.22

Results
SMILES = FSn1cncn1
2S+1 = 1
frontier orbital gap = 9.41 eV
energy relative to the best compared isomer or geometry (same formula, charge and spin) = 179.4 kJ/mol
largest force on an atom = 3.91 eV Å⁻¹
E_tot = -20126.3189 eV
LUMO level = -0.036 Ha